45
Properties=species:S:1:pos:R:3:forces:R:3:mulliken_charge:R:1 method="wB97M-V/def2-TZVPD" homo_lumo_gap_ha=0.37372 lumo_ev=0.070 total_energy_ha=-1421.07264 spin_multiplicity=1 largest_force_ev_per_a=0.51
O 2.57437 3.75188 -0.98923 -0.011 0.024 0.036 -0.677
S 1.82806 2.74730 -0.31080 -0.021 0.009 0.089 1.207
O 1.20389 3.00650 0.95084 0.012 -0.007 -0.035 -0.590
C 0.62165 2.05649 -1.39739 -0.027 0.029 -0.054 -0.958
C 0.06774 0.70598 -0.89305 -0.088 -0.172 0.076 0.187
B -1.10749 0.94506 0.16648 0.218 0.248 -0.010 0.427
O -2.30570 1.46576 -0.25997 -0.134 -0.255 0.396 -0.520
O -0.96107 0.75211 1.51522 -0.444 -0.172 -0.173 -0.442
C 1.17088 -0.26568 -0.42976 -0.212 -0.064 -0.126 -0.034
C 2.25757 0.31750 0.45821 0.007 -0.185 0.098 -0.054
O 3.31125 -0.56068 0.63253 0.018 0.112 0.082 -0.567
O 2.81092 1.51398 -0.15230 0.048 -0.045 -0.054 -0.369
H 1.11677 1.97198 -2.36546 -0.010 -0.031 0.014 0.396
H -0.15975 2.81715 -1.45228 0.002 -0.043 -0.128 0.432
H -0.39168 0.26603 -1.78702 -0.016 -0.073 0.061 0.226
H -2.59409 1.14650 -1.11617 0.169 0.348 -0.272 0.320
H -0.63274 -0.11192 1.77091 0.373 0.105 0.128 0.276
H 1.64757 -0.73336 -1.29509 0.163 0.131 -0.013 -0.321
H 0.71143 -1.07806 0.14146 0.075 -0.049 -0.045 0.315
H 1.89709 0.57112 1.45568 -0.025 0.122 -0.073 0.351
H 3.73015 -0.70497 -0.22467 -0.035 -0.079 -0.085 0.361
C 2.52580 -3.57513 -3.77102 0.024 0.014 0.045 -1.399
C 1.92522 -2.18921 -3.93334 0.027 -0.049 -0.067 0.756
C 1.48863 -1.91841 -5.36302 -0.003 0.050 0.008 -1.444
O 2.83881 -1.18495 -3.48524 -0.053 0.013 0.104 -0.539
H 3.41441 -3.67607 -4.40041 -0.016 -0.013 -0.017 0.348
H 2.82104 -3.74744 -2.73616 -0.005 0.001 0.000 0.337
H 1.81498 -4.34851 -4.06445 -0.002 0.002 -0.003 0.378
H 1.06355 -2.08973 -3.26751 0.006 0.005 0.001 0.204
H 2.34869 -1.97392 -6.03608 -0.009 -0.025 -0.006 0.362
H 1.05383 -0.92292 -5.45054 0.000 -0.001 0.004 0.342
H 0.75296 -2.65208 -5.69481 0.002 -0.004 0.002 0.375
H 3.62428 -1.22645 -4.04221 0.003 0.030 0.007 0.321
C -3.40780 1.37792 3.67208 -0.025 -0.034 -0.024 -1.041
C -3.70994 0.25699 4.64976 0.029 0.053 0.021 0.417
C -4.03621 0.77313 6.04121 0.013 -0.037 0.022 -1.296
O -2.61864 -0.66861 4.70021 -0.022 -0.020 -0.007 -0.558
H -2.53164 1.94229 4.00415 -0.017 0.024 0.001 0.302
H -3.18318 0.97290 2.68808 -0.004 0.046 -0.013 0.150
H -4.24610 2.07140 3.58654 -0.013 -0.012 0.034 0.403
H -4.55027 -0.33452 4.27945 0.015 -0.013 -0.003 0.255
H -3.18618 1.33147 6.44417 -0.014 0.023 -0.009 0.333
H -4.25210 -0.05359 6.71782 -0.002 -0.001 -0.004 0.325
H -4.89784 1.44194 6.01896 0.002 0.003 -0.003 0.354
H -1.84910 -0.18718 5.02423 0.003 -0.007 -0.005 0.350